No. 1
86
Properties=species:S:1:pos:R:3 method="wB97M-V/def2-TZVPD" charge=+1 homo_ev="-10.9 / -11.0" homo_lumo_gap_ev="6.256 / 6.705" energy_ha=-2751.89813
Os 0.245 -0.219 -0.283
C -3.809 0.695 0.960
C -2.448 0.146 0.726
N -1.617 0.613 -0.136
N -1.922 1.728 -0.899
C -0.819 2.124 -1.456
O 0.361 1.554 -1.197
C -0.832 3.244 -2.410
C 0.359 3.636 -3.016
C 0.348 4.633 -3.979
C -0.848 5.241 -4.330
C -2.036 4.862 -3.715
C -2.032 3.864 -2.757
C -1.904 -0.991 1.482
C -2.641 -1.703 2.407
C -2.045 -2.756 3.088
C -0.725 -3.069 2.821
C -0.040 -2.328 1.875
N -0.611 -1.310 1.225
H -3.962 1.573 0.343
H -3.934 0.967 2.011
H -4.565 -0.054 0.711
H 1.283 3.152 -2.731
H 1.270 4.934 -4.458
H -0.858 6.013 -5.089
H -2.964 5.345 -3.989
H -2.949 3.546 -2.280
H -3.674 -1.437 2.584
H -2.608 -3.317 3.822
H -0.226 -3.886 3.325
H 0.984 -2.549 1.610
F -4.343 -5.528 0.249
C -3.308 -4.788 -0.124
C -3.514 -3.552 -0.707
F -4.752 -3.095 -0.879
C -2.428 -2.782 -1.079
F -2.675 -1.590 -1.628
C -1.119 -3.196 -0.857
S 0.290 -2.237 -1.342
C -0.949 -4.445 -0.269
F 0.279 -4.892 0.004
C -2.020 -5.239 0.093
F -1.821 -6.414 0.682
C 5.314 -0.760 3.978
C 3.970 -0.380 3.408
C 2.938 0.046 4.239
C 1.723 0.457 3.708
C 0.607 0.945 4.595
C 1.552 0.403 2.336
C 2.526 -0.108 1.464
C 3.761 -0.441 2.037
N 2.179 -0.269 0.091
C 3.241 -0.224 -0.973
C 4.130 -1.494 -0.982
C 5.227 -1.350 -2.047
C 4.590 -1.264 -3.435
C 3.685 -0.031 -3.470
C 4.520 1.229 -3.249
C 5.162 1.151 -1.864
C 6.061 -0.089 -1.787
C 4.079 1.059 -0.790
C 2.612 -0.155 -2.374
H 5.246 -0.971 5.044
H 6.029 0.054 3.841
H 5.720 -1.640 3.478
H 3.098 0.096 5.311
H 0.989 1.288 5.556
H -0.103 0.137 4.793
H 0.058 1.765 4.130
H 0.649 0.845 1.925
H 4.581 -0.780 1.433
H 3.492 -2.354 -1.212
H 4.598 -1.701 -0.028
H 5.873 -2.228 -1.987
H 4.004 -2.166 -3.637
H 5.363 -1.193 -4.204
H 3.174 0.027 -4.433
H 3.896 2.125 -3.334
H 5.298 1.299 -4.015
H 5.755 2.049 -1.679
H 6.547 -0.147 -0.808
H 6.849 -0.017 -2.541
H 3.399 1.917 -0.847
H 4.545 1.079 0.196
H 2.045 -1.068 -2.574
H 1.941 0.702 -2.443

---

No. 2
84
Properties=species:S:1:pos:R:3 method="wB97M-V/def2-TZVPD" homo_ev="-5.2 / -7.7" spin_multiplicity=2 homo_lumo_gap_ev="5.108 / 7.527" energy_ha=-5484.11144
Zn 1.612 0.994 0.127
C 3.894 -2.028 -4.279
C 3.447 -2.933 -3.150
O 2.193 -2.467 -2.621
P 2.110 -1.841 -1.140
S 0.253 -1.182 -0.986
S 3.647 -0.657 -0.759
O 2.340 -3.112 -0.166
C 1.559 -4.301 -0.337
C 2.429 -5.486 0.030
H 4.893 -2.313 -4.614
H 3.928 -0.998 -3.926
H 3.201 -2.091 -5.118
H 4.199 -2.957 -2.359
H 3.273 -3.949 -3.506
H 1.212 -4.372 -1.370
H 0.681 -4.239 0.311
H 3.303 -5.521 -0.620
H 1.871 -6.417 -0.078
H 2.770 -5.388 1.061
C -0.676 -0.041 8.443
C -0.649 -0.161 6.943
C -0.641 -1.412 6.330
C -0.603 -1.523 4.949
C -0.592 -0.375 4.170
C -0.602 0.877 4.758
C -0.635 0.977 6.139
S -0.465 -0.587 2.384
O 0.137 0.671 1.846
C -2.246 -0.596 2.050
C -2.766 -1.912 2.056
C -4.068 -2.147 1.750
C -4.924 -1.072 1.414
C -6.280 -1.293 1.076
C -7.103 -0.250 0.762
C -6.600 1.066 0.766
C -5.292 1.311 1.080
C -4.413 0.250 1.414
C -3.037 0.482 1.739
C -2.580 1.908 1.777
C -2.918 2.690 2.922
C -3.625 2.141 4.021
C -3.947 2.913 5.101
C -3.584 4.275 5.141
C -2.899 4.830 4.098
C -2.547 4.056 2.966
C -1.848 4.625 1.875
C -1.542 3.873 0.785
C -1.926 2.519 0.735
S -1.434 1.570 -0.720
O -0.017 2.019 -0.967
C -2.398 2.500 -1.924
C -1.760 3.444 -2.707
C -2.480 4.121 -3.682
C -3.828 3.846 -3.892
C -4.609 4.562 -4.962
C -4.447 2.887 -3.091
C -3.742 2.209 -2.113
H -0.324 -0.958 8.914
H -1.692 0.148 8.794
H -0.048 0.783 8.781
H -0.648 -2.308 6.939
H -0.576 -2.499 4.477
H -0.571 1.763 4.135
H -0.644 1.958 6.600
H -2.091 -2.733 2.272
H -4.462 -3.156 1.738
H -6.648 -2.312 1.072
H -8.139 -0.428 0.503
H -7.256 1.889 0.510
H -4.916 2.326 1.070
H -3.915 1.098 3.994
H -4.486 2.481 5.935
H -3.857 4.879 5.997
H -2.617 5.877 4.111
H -1.566 5.670 1.922
H -1.000 4.296 -0.051
H -0.704 3.629 -2.553
H -1.982 4.865 -4.292
H -3.953 5.159 -5.592
H -5.354 5.224 -4.516
H -5.139 3.846 -5.593
H -5.496 2.663 -3.247
H -4.236 1.466 -1.496

---

No. 3
89
Properties=species:S:1:pos:R:3 method="wB97M-V/def2-TZVPD" homo_ev=-9.6 homo_lumo_gap_ev=8.647 energy_ha=-2796.30369
C 5.529 -4.823 3.521
C 4.868 -3.538 3.046
O 3.617 -3.378 3.690
C 2.682 -2.546 3.031
C 2.406 -1.289 3.861
C 1.018 -0.645 3.728
C 0.438 -0.566 2.303
O 1.500 -0.477 1.357
B 1.415 -1.160 0.166
O 0.214 -1.427 -0.465
O 2.573 -1.503 -0.476
C -0.418 0.689 2.096
O -1.781 0.524 2.498
S -2.067 0.345 4.078
O -1.244 1.307 4.789
O -1.381 -1.100 4.286
C -0.004 -1.231 4.741
C 0.141 -2.705 5.143
C 0.341 -2.890 6.652
O 1.015 -4.091 6.983
H 4.770 -5.541 3.829
H 6.101 -5.271 2.708
H 6.218 -4.648 4.346
H 5.519 -2.683 3.270
H 4.739 -3.559 1.957
H 1.770 -3.133 2.876
H 3.053 -2.266 2.045
H 3.165 -0.545 3.619
H 2.561 -1.538 4.915
H 1.142 0.395 4.039
H -0.197 -1.440 2.123
H -0.279 -2.180 -0.124
H 3.342 -1.076 -0.072
H -0.447 0.894 1.028
H 0.039 1.555 2.580
H 0.092 -0.635 5.650
H 0.953 -3.209 4.626
H -0.776 -3.221 4.858
H -0.639 -2.932 7.134
H 0.870 -2.033 7.082
H 1.430 -4.456 6.193
C -5.404 -4.635 -7.305
C -6.053 -3.420 -7.113
C -5.420 -2.393 -6.434
C -4.137 -2.580 -5.935
C -3.491 -3.804 -6.114
C -4.127 -4.827 -6.806
C -2.126 -4.044 -5.561
O -1.563 -5.106 -5.725
C -1.485 -2.937 -4.798
C -0.230 -3.146 -4.233
C 0.388 -2.132 -3.525
C -0.237 -0.897 -3.384
C -1.481 -0.680 -3.947
C -2.115 -1.701 -4.648
C -3.470 -1.452 -5.218
O -4.015 -0.376 -5.103
H -5.898 -5.434 -7.842
H -7.054 -3.275 -7.497
H -5.908 -1.440 -6.280
H -3.609 -5.767 -6.943
H 0.243 -4.110 -4.356
H 1.358 -2.297 -3.074
H 0.250 -0.103 -2.835
H -1.979 0.275 -3.850
C 2.307 8.670 -1.960
C 1.967 7.945 -3.097
C 1.128 6.849 -2.997
C 0.630 6.468 -1.756
C 0.983 7.187 -0.613
C 1.818 8.293 -0.721
C 0.492 6.782 0.736
O 0.795 7.410 1.728
C -0.378 5.573 0.822
C -0.811 5.143 2.071
C -1.626 4.029 2.175
C -2.020 3.345 1.029
C -1.589 3.766 -0.217
C -0.760 4.876 -0.325
C -0.285 5.292 -1.677
O -0.625 4.693 -2.674
H 2.958 9.531 -2.042
H 2.357 8.239 -4.062
H 0.848 6.278 -3.871
H 2.075 8.843 0.173
H -0.499 5.690 2.950
H -1.952 3.687 3.149
H -2.658 2.475 1.113
H -1.880 3.240 -1.116

---

No. 4
124
Properties=species:S:1:pos:R:3 method="wB97M-V/def2-TZVPD" homo_ev=-8.9 homo_lumo_gap_ev=8.404 energy_ha=-11339.06560
C 4.921 -2.293 0.980
C 4.638 -1.790 -0.444
C 3.486 -0.792 -0.458
O 2.266 -1.496 -0.716
C 1.190 -1.149 0.123
C -0.123 -1.624 -0.499
C 0.013 -2.919 -1.278
C 0.537 -4.078 -0.416
C -0.415 -5.268 -0.299
F -1.725 -4.915 -0.338
Br -0.100 -6.100 1.466
C -0.155 -6.376 -1.349
F 1.170 -6.607 -1.442
F -0.741 -7.537 -1.013
Br -0.851 -5.842 -3.068
O -1.017 -1.869 0.576
C -1.832 -0.808 0.939
O -1.399 0.065 1.649
C -3.211 -0.842 0.430
C -3.896 -2.023 0.144
C -5.222 -1.951 -0.280
C -5.847 -0.710 -0.416
C -5.144 0.465 -0.155
C -3.833 0.394 0.268
O -0.788 -0.661 -1.357
C -0.090 0.231 -2.070
O 0.768 0.017 -2.868
S -0.664 1.978 -1.829
C 0.754 2.802 -1.203
O -1.707 2.015 -0.837
O -0.962 2.487 -3.146
H 5.520 -3.200 0.990
H 5.438 -1.518 1.549
H 3.970 -2.474 1.488
H 5.533 -1.330 -0.863
H 4.342 -2.653 -1.042
H 3.622 -0.058 -1.258
H 3.420 -0.287 0.510
H 1.287 -1.682 1.074
H 1.162 -0.080 0.363
H 0.644 -2.751 -2.148
H -0.987 -3.133 -1.657
H 1.482 -4.426 -0.827
H 0.766 -3.746 0.593
H -3.400 -2.977 0.265
H -5.759 -2.868 -0.486
H -6.884 -0.658 -0.725
H -5.619 1.430 -0.266
H -3.278 1.299 0.477
H 0.905 2.542 -0.157
H 1.628 2.561 -1.805
H 0.502 3.859 -1.285
C -2.265 0.899 -3.653
C -1.379 1.387 -4.804
C -1.011 2.873 -4.840
F -2.112 3.637 -4.989
F -0.205 3.083 -5.907
F -1.910 1.010 -5.987
F -0.189 0.731 -4.659
O -3.647 0.719 -3.907
C -4.554 1.727 -3.756
C -5.302 2.041 -5.058
F -4.443 2.418 -6.023
F -6.163 3.057 -4.826
F -4.002 2.827 -3.219
F -5.480 1.285 -2.872
H -1.909 -0.110 -3.448
H -2.092 1.484 -2.748
H -0.481 3.161 -3.928
H -5.855 1.160 -5.390
C 1.910 8.030 -1.655
C 2.359 6.574 -1.477
C 2.959 6.161 -0.130
F 4.104 6.820 0.115
F 3.235 4.833 -0.179
F 3.183 6.214 -2.477
F 1.223 5.811 -1.589
O 2.787 8.892 -2.345
C 3.770 9.598 -1.710
C 5.161 9.217 -2.230
F 5.390 7.904 -2.030
F 6.086 9.924 -1.547
F 3.697 9.488 -0.372
F 3.594 10.903 -2.016
H 1.038 7.966 -2.304
H 1.567 8.460 -0.713
H 2.250 6.341 0.682
H 5.237 9.442 -3.295
C 3.262 -8.672 3.644
C 3.829 -7.380 3.040
C 3.657 -7.163 1.536
F 4.310 -8.105 0.828
F 4.184 -5.956 1.211
F 5.125 -7.235 3.382
F 3.131 -6.359 3.624
O 4.169 -9.728 3.885
C 4.463 -10.671 2.943
C 5.955 -10.660 2.584
F 6.311 -9.457 2.095
F 6.176 -11.595 1.633
F 3.692 -10.563 1.848
F 4.215 -11.883 3.491
H 2.929 -8.380 4.639
H 2.377 -9.009 3.103
H 2.599 -7.163 1.268
H 6.554 -10.886 3.468
C -5.015 2.343 4.304
C -4.790 3.102 2.990
C -3.344 3.353 2.544
F -2.698 4.140 3.430
F -3.379 3.997 1.354
F -5.483 4.259 2.999
F -5.316 2.308 2.008
O -5.320 3.110 5.451
C -4.356 3.613 6.274
C -4.408 5.145 6.330
F -4.220 5.667 5.104
F -3.417 5.581 7.141
F -3.126 3.174 5.958
F -4.626 3.181 7.529
H -5.919 1.762 4.128
H -4.214 1.626 4.491
H -2.801 2.411 2.422
H -5.373 5.472 6.722

---

No. 5
97
Properties=species:S:1:pos:R:3 method="wB97M-V/def2-TZVPD" charge=-2 homo_ev=-2.4 homo_lumo_gap_ev=5.801 energy_ha=-9832.50275
Rb -0.998 0.139 -0.032
Br 7.031 -2.796 -2.935
C 5.654 -1.574 -2.425
C 6.012 -0.348 -1.896
C 5.009 0.540 -1.535
C 3.672 0.190 -1.690
C 3.332 -1.057 -2.186
C 4.327 -1.939 -2.581
N 2.642 1.099 -1.303
C 2.749 2.263 -1.777
C 1.835 3.359 -1.337
C 2.389 4.606 -1.070
C 1.563 5.603 -0.581
C 0.222 5.323 -0.401
C -0.242 4.053 -0.718
N 0.544 3.082 -1.174
H 7.054 -0.089 -1.764
H 5.264 1.496 -1.096
H 2.295 -1.349 -2.298
H 4.046 -2.893 -3.004
H 3.529 2.514 -2.505
H 3.448 4.776 -1.226
H 1.963 6.581 -0.340
H -0.465 6.063 -0.014
H -1.283 3.794 -0.596
C -3.263 -4.627 0.664
C -1.771 -4.451 0.704
C -0.901 -5.380 1.257
C 0.458 -5.129 1.282
C 0.896 -3.928 0.741
Br 2.767 -3.523 0.847
N 0.112 -3.040 0.192
C -1.193 -3.306 0.173
H -3.554 -5.601 1.060
H -3.636 -4.555 -0.357
H -3.763 -3.853 1.247
H -1.290 -6.303 1.675
H 1.160 -5.831 1.708
H -1.830 -2.548 -0.271
O -3.685 -0.042 -0.012
S -3.797 1.137 -0.907
O -2.382 1.699 -1.409
O -2.531 0.493 -2.325
C -4.004 2.591 0.289
C -4.973 3.445 -0.227
C -5.266 4.675 0.347
C -4.564 5.077 1.467
C -3.595 4.243 2.010
C -3.308 3.002 1.445
S -1.989 2.074 2.251
O -1.829 2.734 3.539
O -0.840 2.252 1.350
O -2.397 0.682 2.331
H -5.502 3.129 -1.121
H -6.029 5.312 -0.085
H -4.765 6.036 1.930
H -3.050 4.535 2.895
S -4.280 -5.266 -5.883
C -2.835 -4.879 -5.081
S -1.769 -3.679 -5.687
C -0.681 -3.862 -4.372
N -1.092 -4.755 -3.501
N -2.304 -5.308 -3.924
C -2.808 -6.286 -3.012
C -2.295 -6.289 -1.716
C -2.739 -7.226 -0.801
C -3.692 -8.174 -1.155
C -4.189 -8.165 -2.448
C -3.756 -7.230 -3.382
S 0.765 -2.935 -4.251
H -1.548 -5.558 -1.444
H -2.328 -7.208 0.201
H -4.036 -8.906 -0.436
H -4.929 -8.895 -2.753
H -4.151 -7.228 -4.384
C -0.904 -1.779 4.645
C 0.228 -0.971 5.268
C 1.339 -0.692 4.269
S 0.734 0.283 2.892
O 0.649 -0.663 1.714
C 2.211 1.213 2.544
C 2.504 2.335 3.523
C 1.601 3.541 3.296
H -1.644 -2.067 5.394
H -0.521 -2.690 4.179
H -1.424 -1.204 3.872
H 0.652 -1.493 6.131
H -0.167 -0.020 5.636
H 1.692 -1.607 3.781
H 2.186 -0.183 4.729
H 2.011 1.610 1.544
H 3.007 0.467 2.455
H 3.558 2.609 3.409
H 2.399 1.985 4.555
H 1.746 3.943 2.291
H 1.825 4.333 4.014
H 0.541 3.280 3.389